No. 1
{
  "formula": "C3H4OS",
  "method": "ωB97M-V with the def2-TZVPD basis set",
  "e_homo_ev": -8.88,
  "spin_multiplicity": 1,
  "gap_ev": 8.48,
  "elements": ["S", "O", "C", "C", "C", "H", "H", "H", "H"],
  "coordinates": [[1.03624, 0.45827, -1.05394], [-1.43940, 0.57605, -0.03311], [0.34094, 1.26973, -2.31180], [-0.38156, 0.14828, 0.19216], [0.19394, -0.70632, 1.17759], [-0.44066, -0.76703, 2.04940], [1.22223, -0.40648, 1.31455], [-0.80713, 1.10864, -2.06840], [0.27541, -1.68114, 0.73356]],
  "forces_ev_per_a": [[-0.199, 0.889, -0.541], [-2.069, 0.664, 0.176], [-1.619, -0.952, 0.443], [2.106, -0.132, -2.186], [-0.203, -0.706, 1.571], [0.237, -0.057, 0.568], [0.192, 0.163, 0.707], [1.683, 0.811, -0.428], [-0.127, -0.680, -0.310]]
}

No. 2
{
  "formula": "C3H4OS",
  "method": "ωB97M-V with the def2-TZVPD basis set",
  "e_homo_ev": [-6.72, -10.38],
  "spin_multiplicity": 3,
  "gap_ev": [7.69, 8.06],
  "elements": ["S", "O", "C", "C", "C", "H", "H", "H", "H"],
  "coordinates": [[1.32212, 0.95977, -0.04801], [3.15010, -1.43740, 0.60517], [2.50108, -1.38654, -0.30153], [-0.02221, 0.06749, -0.06540], [-1.43522, 0.58469, -0.01883], [-1.46346, 1.70126, 0.10897], [-2.03999, 0.05753, 0.80137], [-2.11694, 0.45831, -0.95871], [0.10452, -1.00511, -0.12304]],
  "forces_ev_per_a": [[1.627, 1.801, -0.055], [0.818, -0.238, 1.003], [-0.254, -0.256, -0.979], [-2.837, -1.468, -0.227], [-1.812, 0.499, -0.299], [0.040, -1.051, 0.339], [0.908, 0.937, -0.898], [1.550, -0.201, 1.154], [-0.039, -0.022, -0.039]]
}

Quick rundown of max |F|, same order as above: 3.0, 3.2 eV/A
Quick rundown of relative energy (zero: lowest compared OMol25 entry of this formula, charge and spin), same order as above: 289.1, 35.5 kJ/mol